107
Properties=species:S:1:pos:R:3 method="wB97M-V/def2-TZVPD" charge=+1 multiplicity=1 fmax_ev_per_a=10.23 gap_ev=7.107 lumo_energy_ev=-3.48 e_tot_ev=-69973.2206 homo_energy_ev=-10.59
C -3.310 -0.102 3.876
O -3.300 -0.310 5.340
C -1.933 -0.537 5.850
C -1.285 0.782 6.617
C -0.009 1.436 5.796
C -0.439 2.472 4.596
C 0.476 3.842 4.820
C 1.971 3.554 4.139
C 2.385 4.752 3.093
C 2.210 4.318 1.495
C 3.658 4.281 0.690
C 4.673 3.169 1.348
C 5.003 1.898 0.329
C 3.693 0.942 0.084
C 3.894 -0.631 0.618
C 2.633 -1.375 -0.156
P 1.572 -2.845 0.475
C 1.184 -2.506 2.354
O -0.005 -2.896 -0.268
N 2.545 -0.645 -1.338
C 1.510 -0.846 -2.464
C 0.213 0.101 -2.010
C -0.937 0.238 -3.170
C -1.926 1.471 -2.733
C -3.289 1.025 -1.941
C -3.060 0.027 -0.661
C -3.287 -1.513 -1.175
S -3.375 -2.778 0.255
C -3.252 -4.436 -0.652
N -2.361 -5.636 -0.418
N -2.770 -6.481 -1.475
C -3.864 -5.832 -2.346
O -4.181 -4.502 -1.796
C 3.544 0.517 -1.527
H -2.492 -0.729 3.302
H -3.206 1.048 3.646
H -4.364 -0.470 3.479
H -1.156 -0.856 5.031
H -2.012 -1.409 6.643
H -2.088 1.602 6.888
H -0.845 0.376 7.636
H 0.700 1.940 6.597
H 0.575 0.545 5.296
H -0.246 2.001 3.533
H -1.604 2.714 4.640
H -0.067 4.761 4.317
H 0.670 4.060 5.974
H 1.919 2.509 3.602
H 2.775 3.565 5.003
H 1.761 5.732 3.293
H 3.538 5.008 3.249
H 1.434 5.059 0.976
H 1.726 3.245 1.412
H 4.090 5.387 0.767
H 3.465 4.083 -0.452
H 4.305 2.837 2.409
H 5.712 3.717 1.508
H 5.427 2.273 -0.714
H 5.806 1.218 0.893
H 2.647 1.458 0.337
H 4.964 -1.102 0.552
H 3.455 -0.526 1.719
H 0.972 -3.586 2.808
H 2.119 -2.031 2.885
H 0.203 -1.831 2.446
H 0.015 -3.409 -1.131
H 1.195 -1.990 -2.402
H 1.926 -0.574 -3.524
H -0.161 -0.310 -0.981
H 0.668 1.181 -1.829
H -1.478 -0.759 -3.457
H -0.371 0.603 -4.156
H -2.201 2.069 -3.711
H -1.282 2.198 -2.058
H -3.779 2.029 -1.520
H -4.045 0.467 -2.674
H -2.070 0.209 -0.064
H -3.947 0.259 0.103
H -2.435 -1.926 -1.883
H -4.365 -1.555 -1.681
H -4.395 -6.280 -3.313
H 3.020 1.386 -2.149
H 4.510 0.127 -2.079
C -6.715 -0.763 -5.015
C -7.986 0.069 -4.880
C -7.788 1.529 -5.291
C -6.736 2.174 -4.404
N -5.863 2.709 -3.669
H -5.920 -0.397 -4.358
H -6.911 -1.804 -4.739
H -6.344 -0.748 -6.047
H -8.334 0.019 -3.841
H -8.770 -0.376 -5.504
H -8.730 2.079 -5.190
H -7.468 1.595 -6.337
C 6.214 -2.638 -3.303
C 6.379 -3.520 -2.069
C 5.389 -4.686 -2.035
C 3.966 -4.151 -2.014
N 2.786 -3.708 -1.997
H 5.227 -2.163 -3.331
H 6.959 -1.836 -3.299
H 6.343 -3.220 -4.222
H 6.256 -2.901 -1.172
H 7.400 -3.916 -2.050
H 5.557 -5.295 -1.140
H 5.521 -5.328 -2.912